(1)
77
Properties=species:S:1:pos:R:3:forces:R:3:mulliken_charge:R:1 method="wB97M-V/def2-TZVPD" homo_ev=-12.66 energy_ev=-86381.176 gap_ev=9.49 lumo_energy_ev=-3.18 molar_mass_g_mol=725.45 charge=+1 spin_multiplicity=1
H -1.7954 2.0844 6.1551 0.0 -0.1 0.1 0.344
O -1.9475 -1.3391 -1.7976 0.1 -0.1 -0.4 -0.536
F -4.3985 -1.7854 -3.8297 0.1 0.0 0.2 -0.253
H 4.9888 -1.4047 -2.7865 -0.2 0.2 0.1 0.468
H -2.1116 1.7584 0.7298 0.0 0.0 0.0 0.361
F -3.9240 0.9655 2.3561 0.1 0.0 0.4 -0.267
H 0.9481 -0.3661 -3.6005 0.2 0.2 0.0 0.498
O -8.4343 4.1992 4.5646 0.2 0.3 0.0 -0.333
C -7.0862 5.7855 5.6462 0.1 0.8 0.4 0.917
H -4.7933 1.9425 6.7298 -0.1 0.0 -0.3 0.236
F -6.7544 6.5542 4.5981 0.0 -0.2 -0.1 -0.266
F 6.2276 -3.3175 -5.4429 0.2 -0.2 0.1 -0.284
C 8.2304 1.8073 -1.9655 -0.5 -0.5 -0.4 -1.281
C 2.3955 1.0967 -4.2296 -0.3 0.0 0.0 -0.861
H 6.9001 -8.6665 -2.3412 0.0 0.0 -0.1 0.378
C -3.6743 -0.1436 3.0792 -0.2 -0.2 -0.7 1.113
C -3.3856 0.4574 -0.4183 0.1 0.3 0.5 -0.068
H 6.0982 -7.8795 -4.5464 -0.2 0.3 -0.1 0.323
F -6.1140 5.8974 6.5510 0.0 -0.3 -0.1 -0.237
H -8.5753 1.8264 5.9323 0.0 -0.1 -0.1 0.274
C 6.2548 -3.5544 -4.1234 -0.7 0.7 -0.3 1.169
C 6.5673 -7.6371 -2.4670 0.0 0.3 0.2 -1.117
H -2.4602 2.3393 -0.9098 -0.1 0.0 0.1 0.318
H 6.8940 0.3321 -5.1174 0.1 0.4 0.2 0.169
H 7.7174 -7.2669 -4.2663 0.0 0.3 0.0 0.323
C -9.3050 1.9988 5.1409 0.1 0.1 0.3 -1.092
C 3.7415 1.3809 -4.2903 0.1 0.8 -0.5 -0.376
H -2.9489 3.3694 5.8334 -0.1 0.0 0.1 0.304
P 6.3971 0.9924 -3.9746 -0.8 -1.1 0.3 0.196
F -2.3401 -1.7056 -4.4707 0.1 0.0 0.3 -0.244
C -7.2836 4.3275 5.2098 -0.3 -0.6 -0.4 0.351
C 6.9509 -4.8841 -3.8082 0.2 -1.0 0.1 0.181
H -2.6340 2.8619 7.5049 -0.1 0.0 0.0 0.391
F -3.5327 0.0896 -4.4593 0.1 0.0 0.2 -0.252
H -10.1745 2.4704 5.6002 -0.1 0.0 -0.1 0.326
H 2.5603 -1.9122 -2.6804 0.2 0.2 0.0 0.426
H 4.0368 2.3092 -4.7834 0.1 -0.2 0.2 0.234
C -3.2735 0.1893 4.5225 0.0 0.4 0.9 0.121
C 4.2592 -0.7059 -3.1718 1.0 0.3 0.0 -0.081
H 5.5335 -7.5550 -2.1293 0.0 -0.1 -0.1 0.306
C 6.6870 -7.2169 -3.9158 0.1 -0.8 0.2 -0.190
H -1.3165 1.0276 -0.6705 0.0 -0.1 0.1 0.293
C 4.6751 0.4922 -3.7724 0.3 0.4 0.1 0.720
H -3.1868 -0.4442 0.1547 0.1 -0.1 -0.3 0.275
C -2.2517 1.4548 -0.3059 0.2 0.0 -0.3 -1.118
H 8.5647 1.5439 -0.9571 -0.3 0.2 -0.1 0.363
H -4.3023 0.8922 -0.0299 -0.1 0.0 -0.3 0.336
C -2.8517 -0.7761 -2.3461 -0.1 0.3 0.8 0.388
C 2.9173 -0.9809 -3.1144 -0.3 -0.4 0.0 -0.897
C -2.7444 2.5138 6.4785 0.2 0.0 -0.3 -1.195
C 7.5137 0.5651 -2.5540 1.8 0.0 0.1 0.411
H 7.1701 -6.9982 -1.8211 0.1 -0.1 0.0 0.317
H 8.3191 -0.0559 -2.9796 -0.4 -0.1 -0.1 0.299
F 4.9845 -3.4990 -3.6990 0.0 -0.6 0.1 -0.293
H 6.4928 2.3763 -4.1893 -0.1 -0.2 -0.1 0.175
H 9.1369 1.9983 -2.5536 -0.3 0.2 0.0 0.386
O -2.3769 -0.3421 5.1093 0.0 -0.2 -0.4 -0.528
H -7.8463 2.4430 3.6005 0.1 0.1 0.2 0.246
O -3.6449 0.1326 -1.8005 -0.1 -0.2 -0.3 -0.367
F 6.9023 -0.2007 -1.5943 -0.5 0.4 -0.2 -0.264
O -6.4892 3.4525 5.4021 0.2 0.3 0.2 -0.542
H 1.6550 1.7843 -4.6297 0.2 -0.1 0.0 0.408
F -4.7833 -0.8942 3.0432 0.0 0.1 0.2 -0.266
O -4.0877 1.1123 5.0103 -0.1 -0.2 -0.3 -0.168
C 2.0010 -0.0881 -3.6437 -0.8 -0.4 0.1 -0.348
F -8.1979 6.2988 6.1845 0.0 -0.2 -0.1 -0.246
F 6.8697 -2.5135 -3.5444 0.5 0.0 0.1 -0.294
H 7.5559 2.6687 -1.9879 0.4 0.0 0.4 0.352
H -9.6015 1.0347 4.7287 0.0 0.0 0.0 0.377
F -2.7187 -0.8237 2.4434 0.1 0.1 0.3 -0.262
C -8.7327 2.8852 4.0554 -0.3 -0.6 -0.2 -0.138
C -3.2837 -1.0462 -3.7939 -0.2 -0.1 -0.8 0.852
H -3.6676 0.6238 6.9992 0.1 -0.1 -0.2 0.365
C -3.8633 1.4999 6.3810 0.0 0.4 0.7 -0.125
H -9.4668 3.0262 3.2644 0.0 0.3 0.1 0.320
O 6.1506 -5.8901 -4.1163 -0.1 0.4 -0.2 -0.319
O 8.0638 -4.9688 -3.3800 -0.1 0.5 0.0 -0.506



(2)
48
Properties=species:S:1:pos:R:3:forces:R:3:mulliken_charge:R:1 method="wB97M-V/def2-TZVPD" homo_ev=-8.13 energy_ev=-47269.700 gap_ev=7.98 lumo_energy_ev=-0.15 molar_mass_g_mol=423.47 e_above_lowest_ev=2.005 smiles="CN1CN([C@@H]2c3ccccc3CSc3c(F)cccc32)n2ccc(=O)c(O)c2C1=O" spin_multiplicity=1
H -2.7784 2.4644 2.1789 0.0 0.1 0.4 0.357
H -2.4448 -1.2716 -4.7115 -0.2 -0.3 0.2 0.380
H -2.6965 -2.6094 -2.7599 0.2 0.1 -0.1 0.530
C 0.4005 -0.4373 -0.8604 0.3 0.1 0.6 0.339
H 1.4354 -0.7181 -1.0897 0.0 0.2 0.2 0.665
H 4.8057 2.4023 0.5227 -0.2 0.0 0.1 0.434
C -0.0502 -1.4509 0.2028 -0.6 -0.9 0.0 -0.313
N 0.4770 0.9069 -0.2590 0.1 1.8 -0.1 0.342
F -2.9814 -3.2415 1.4760 0.5 0.0 0.2 -0.339
C -0.7367 -3.2262 2.2529 0.6 -1.1 0.8 -0.569
C -1.7061 -2.8218 1.3617 0.6 0.7 -0.2 0.475
O -0.4434 1.1633 3.6071 0.5 -0.1 0.4 -0.844
H -1.3844 0.5824 -5.9539 0.1 -0.3 0.0 0.395
C -1.6350 -0.7340 -4.2466 0.6 0.3 1.0 -0.967
C 2.3659 1.3554 2.8814 -3.3 -0.4 -0.7 0.313
S -2.7000 -1.3962 -0.7213 0.5 -0.7 0.3 -0.132
C -0.7713 1.6144 0.1165 1.1 -0.4 -1.2 -0.991
C 0.9324 -1.9228 1.1026 -0.1 -0.3 -0.4 -0.650
C 0.0393 0.9457 -4.3919 -0.5 -0.1 0.5 -0.793
C 2.7450 1.8365 0.0357 0.6 -0.7 1.3 -0.120
H 1.9656 -1.6062 0.9676 -0.2 0.0 0.0 0.338
N 1.5914 1.2407 0.5901 -1.3 0.6 -1.0 0.328
C -1.3773 -1.9250 0.3398 0.1 0.5 0.6 0.593
C 3.6814 1.6661 2.2961 2.7 0.9 0.7 0.148
C 3.8490 2.0253 0.8634 -3.3 -0.9 -0.4 -0.739
H 2.7354 2.0373 -1.0521 -0.2 -0.3 0.8 0.248
H -3.1971 1.3586 0.9369 0.5 -0.3 -0.2 0.376
H -1.6027 1.3284 -0.5428 0.5 -0.5 0.1 0.530
H 1.2307 1.2814 -2.6423 -0.4 -0.2 -0.1 0.202
C -0.2116 -0.2590 -2.2720 -0.9 -0.7 -0.6 0.127
N -1.1329 1.3531 1.4783 0.2 -0.2 0.2 0.393
H 0.5164 1.6861 -5.0021 0.5 0.4 0.2 0.415
C 0.6117 -2.8403 2.1032 -1.6 0.5 -0.2 -0.873
C -0.1375 1.2560 2.4220 -1.1 -0.3 -0.4 0.797
H 1.2996 -3.2358 2.8379 0.3 0.2 -0.3 0.437
H -0.9811 -3.9255 3.0749 0.0 0.5 -0.6 0.396
O 4.6866 1.7571 3.0112 -0.8 -0.3 0.0 -0.655
H -1.1738 -2.9054 -1.8838 -0.4 0.2 0.1 0.412
C -1.0206 0.2762 -4.9802 0.0 -0.2 0.8 -0.608
H 1.1899 1.0903 4.3551 -0.7 0.0 -0.1 0.401
C -2.5578 1.4639 1.8160 0.0 -0.2 0.8 -1.015
C 1.2877 1.2656 1.9713 2.0 -0.1 0.6 0.095
H -0.6452 2.6804 -0.1009 0.3 0.1 0.3 0.047
O 2.1397 1.2245 4.2324 1.9 0.6 -1.8 -0.640
C -1.9011 -2.1382 -2.1769 -0.4 0.3 -0.5 -0.758
C 0.3920 0.7062 -3.0527 0.9 0.7 -1.0 -0.875
C -1.2275 -1.0224 -2.9127 0.3 0.2 -0.9 1.076
H -2.8839 0.7189 2.5782 0.5 0.6 -0.5 0.293



(3)
10
Properties=species:S:1:pos:R:3:forces:R:3:mulliken_charge:R:1 method="wB97M-V/def2-TZVPD" homo_ev=-10.02 energy_ev=-19948.407 gap_ev=10.47 lumo_energy_ev=0.45 molar_mass_g_mol=94.22 e_above_lowest_ev=1.156 smiles=O[SiH](O)[SiH3] spin_multiplicity=1
H 0.7329 1.6891 1.2143 -0.4 0.5 -0.1 -0.094
H 1.5792 -0.9945 -0.8380 0.4 0.1 -0.2 -0.125
H -1.6855 -1.5249 -1.0316 2.2 -0.6 0.6 0.339
H 1.2161 0.0664 2.4559 0.1 -0.9 0.4 -0.105
Si 0.1176 0.3882 1.5557 0.5 1.3 -0.1 0.286
O -0.7193 -1.7476 -0.8094 -2.7 0.3 -1.0 -0.482
Si 0.2500 -0.4527 -0.5758 -0.6 2.1 -1.8 0.557
H -0.1679 1.0225 -2.5916 0.2 -0.6 0.8 0.295
O -0.1458 0.9738 -1.6181 0.4 -2.1 1.4 -0.551
H -1.1774 0.5798 2.2385 0.0 -0.1 -0.1 -0.121



(4)
20
Properties=species:S:1:pos:R:3:forces:R:3:mulliken_charge:R:1 method="wB97M-V/def2-TZVPD" homo_ev=-7.71 energy_ev=-7920.908 gap_ev=8.68 lumo_energy_ev=0.97 molar_mass_g_mol=99.18 e_above_lowest_ev=1.925 smiles="CC/C(C)=C(/C)N" spin_multiplicity=1
C 0.5918 0.5023 -1.7655 1.1 0.8 0.5 -1.528
H 1.4703 -2.4113 1.3049 0.0 1.1 0.5 0.394
H 1.0403 -2.8649 -0.1480 0.3 0.3 -1.0 0.348
N -1.0670 -1.5855 0.5997 1.7 0.9 1.5 -0.606
H 0.0207 1.3096 -2.2173 0.0 0.2 0.0 0.431
C 1.3385 -1.9223 0.3295 0.3 -0.9 -0.7 -1.447
H 0.5516 2.0696 1.3608 -0.2 0.3 0.5 0.336
H -1.7045 1.4902 -0.5768 0.5 0.3 -0.4 0.439
H -1.6376 0.8051 0.9058 0.6 -0.7 0.2 0.391
H -0.8264 -2.2868 1.2935 -0.7 -0.3 -0.1 0.275
C 0.2278 -0.9473 0.2446 -2.2 -0.5 -0.1 0.698
H 0.0519 3.2248 0.1964 -0.4 0.1 -0.1 0.290
C 0.0633 0.2525 -0.3661 0.1 -1.0 -0.3 0.085
H -1.3842 -2.0171 -0.2580 -0.1 -0.2 0.1 0.232
H 1.6430 0.8011 -1.8046 0.1 0.0 -0.1 0.302
H 0.4676 -0.3572 -2.4221 0.0 -0.2 0.2 0.362
H 2.2978 -1.5486 -0.0216 0.0 -0.1 -0.1 0.363
C -0.9430 1.2145 0.1705 -2.1 0.6 -0.2 -0.534
C -0.3438 2.4574 0.8619 1.0 -1.0 -0.5 -1.183
H -1.0506 2.8392 1.5879 0.0 0.3 0.0 0.353



(5)
17
Properties=species:S:1:pos:R:3:forces:R:3:mulliken_charge:R:1 method="wB97M-V/def2-TZVPD" homo_ev=-8.58 energy_ev=-9438.014 gap_ev=9.13 lumo_energy_ev=0.56 molar_mass_g_mol=102.13 e_above_lowest_ev=5.029 spin_multiplicity=1
H 0.2348 -1.9963 -0.5218 0.0 0.1 0.0 0.451
O -1.0920 -0.4083 -0.2198 0.1 0.1 0.1 -0.357
C 1.4361 1.7173 0.2844 0.0 0.2 -0.1 -1.058
H 2.4837 2.0013 0.1808 -0.2 -0.1 0.0 0.338
H 0.2548 -0.7425 -1.7563 0.0 -0.1 0.2 0.426
H -2.1751 -2.1257 -0.6549 0.0 0.2 0.0 0.319
H 0.8798 2.4773 0.8392 0.1 -0.1 0.0 0.337
O 0.1294 0.4461 2.0023 -0.2 0.0 -0.1 -0.602
H -3.0929 -0.6058 -0.4578 0.1 -0.1 -0.1 0.248
H -2.1427 -0.8887 -1.9438 0.0 0.0 0.1 0.276
C 1.2666 0.4097 1.1777 0.4 -0.2 -0.1 0.492
H 2.1315 0.3711 1.8475 -0.1 0.0 -0.2 0.390
H 0.9875 1.6471 -0.7159 0.1 0.0 0.2 0.275
C 0.1734 -0.8981 -0.6672 0.2 0.0 -0.1 -0.228
C -2.1751 -1.0439 -0.8552 -0.2 -0.1 -0.1 -0.744
H -0.6344 0.2190 1.4468 0.1 0.0 0.1 0.462
C 1.3926 -0.4366 0.0085 -0.3 0.1 0.1 -1.023



(6)
18
Properties=species:S:1:pos:R:3:forces:R:3:mulliken_charge:R:1 method="wB97M-V/def2-TZVPD" homo_ev=-9.30 energy_ev=-11486.661 gap_ev=9.95 lumo_energy_ev=0.65 molar_mass_g_mol=118.13 e_above_lowest_ev=3.526 smiles="C=COC.O=CCO" spin_multiplicity=1
O -1.4672 0.9901 2.4627 0.8 -1.2 -1.0 -0.484
H -0.7288 1.4403 0.6872 -0.1 -0.6 -0.3 0.258
H -2.1363 -1.2065 -2.0865 0.2 0.4 -0.3 0.292
H 0.7029 2.2470 -1.1416 -0.1 -0.2 -0.2 0.290
H -2.3055 -0.8513 -0.3692 0.0 -0.4 -0.1 0.265
O 0.6501 -1.4052 1.3886 0.4 0.1 -0.8 -0.535
C 1.2122 1.3253 -1.4061 0.1 -0.7 0.8 -0.855
O -0.7915 0.1414 -1.1428 1.2 -0.3 -0.6 -0.365
C 0.5782 0.1443 -1.3790 -1.3 1.1 -0.7 -0.076
C -0.6813 0.7707 1.5569 1.7 1.5 1.7 0.164
C -1.5763 -1.0479 -1.1636 -0.4 0.0 0.6 -0.661
H 2.2920 1.3858 -1.4713 -0.1 -0.2 -0.3 0.277
H -1.0564 -1.9849 -0.9460 0.4 0.3 0.2 0.317
H 1.6313 0.4424 1.4558 -0.5 0.3 -0.5 0.299
H 1.0236 -0.7934 -1.6835 0.1 -0.2 0.2 0.513
H 1.1311 -1.4711 0.5486 -0.3 -0.1 0.3 0.323
H 0.8015 -0.0738 2.8900 -0.2 0.0 0.0 0.331
C 0.7206 -0.0531 1.7999 -1.9 0.2 1.0 -0.354



(7)
27
Properties=species:S:1:pos:R:3:forces:R:3:mulliken_charge:R:1 method="wB97M-V/def2-TZVPD" homo_ev=-3.14 energy_ev=-14582.263 gap_ev=6.81 lumo_energy_ev=3.67 molar_mass_g_mol=153.20 charge=-1 e_above_lowest_ev=1.928 spin_multiplicity=1
H 1.5047 -1.6023 -1.2583 -0.4 0.8 0.0 0.323
N 1.5138 1.4413 0.3579 -1.8 2.9 -0.5 -0.355
N 0.2487 -1.1324 0.3496 0.1 -1.4 -0.4 -0.533
H -2.3175 1.1519 1.9362 -0.4 -0.2 0.4 0.256
H -0.0785 1.9323 -0.8895 0.0 0.6 0.3 0.253
H 0.2722 -2.7992 0.3222 -1.2 -0.5 0.0 0.558
C -0.8367 2.5094 1.0325 0.4 -0.7 0.6 -0.834
O -1.7562 0.4606 0.0380 0.1 -1.3 0.0 -0.847
H -1.0683 3.5878 0.9795 -0.7 -0.4 -0.1 0.383
H -0.4273 2.4146 2.0337 0.3 -0.1 0.6 0.257
H 0.1655 -0.7642 1.2853 0.6 0.3 0.0 0.208
C -2.0596 1.4187 0.9129 0.6 2.6 -3.0 -0.595
H 0.7812 -3.9136 -0.5537 -0.4 -0.5 0.1 0.317
C 0.3384 2.3540 0.0433 -0.2 -0.5 -0.1 -0.373
H -2.8689 2.0095 0.3514 0.0 0.0 1.6 0.249
O -1.6685 -3.0450 -2.0123 -0.3 0.2 1.7 -0.689
H 2.9417 0.5548 -0.7923 -0.6 0.0 -0.4 0.248
H -1.3037 -3.4965 -1.2141 0.5 -0.5 -0.8 0.376
H -0.6147 -0.7503 -0.0794 0.2 0.5 0.1 0.166
H 1.4160 1.0624 1.2813 0.0 -0.6 -0.1 0.276
H -2.0205 -2.3228 -1.4556 -0.2 0.4 -1.0 0.311
H 0.6550 3.4034 -0.0693 0.6 -0.4 -0.5 0.268
C 1.8133 0.5787 -0.7433 2.8 -1.6 1.3 -0.669
H 2.3071 -1.3492 0.1726 0.0 0.6 0.4 0.383
H 1.5370 0.9838 -1.7132 -0.7 -0.1 0.2 0.414
C 1.4759 -0.9003 -0.3885 -0.2 -0.6 -0.5 -0.531
O 0.0497 -3.7873 0.0731 1.2 0.7 0.0 -0.819